The following is a quantum chemistry calculation of C20H8BrCl5N3NiO3S3 as an isolated structure, from OMol25.

The geometry in XYZ format:
```
44
C20H8BrCl5N3NiO3S3 (the ωB97M-V functional and the def2-TZVPD basis)
Ni -1.127 -0.098 -0.060
Cl -0.642 5.098 4.716
C -0.815 4.127 3.298
C -1.009 2.757 3.405
Cl -1.095 1.996 4.951
C -1.144 1.995 2.257
Cl -1.392 0.271 2.357
C -1.096 2.531 0.960
O -1.235 1.815 -0.112
C -0.912 3.927 0.886
Cl -0.874 4.623 -0.690
C -0.769 4.702 2.025
Cl -0.528 6.404 1.874
Br 4.415 -3.861 -4.317
C 2.922 -2.879 -3.683
C 1.818 -2.719 -4.505
N 0.750 -2.021 -4.131
C 0.757 -1.486 -2.907
C 1.812 -1.613 -2.014
C 2.934 -2.319 -2.424
C 1.806 -1.003 -0.628
O 2.875 -0.874 -0.053
O 0.658 -0.717 -0.135
H 1.799 -3.165 -5.492
H -0.120 -0.910 -2.634
H 3.778 -2.405 -1.754
S -7.520 -0.924 1.583
C -6.142 -0.702 0.680
S -5.035 -1.998 0.370
C -3.971 -0.932 -0.493
N -4.395 0.279 -0.545
N -5.607 0.409 0.115
C -6.102 1.753 0.165
C -7.457 2.026 0.271
C -7.883 3.348 0.313
C -6.974 4.392 0.245
C -5.619 4.104 0.122
C -5.179 2.793 0.080
S -2.464 -1.496 -1.184
H -8.172 1.221 0.315
H -8.943 3.553 0.398
H -7.315 5.418 0.279
H -4.893 4.905 0.060
H -4.127 2.568 -0.027
```

Results
**Relative energy (zero: lowest compared OMol25 entry of this formula, charge and spin)**: 0.0 kcal/mol
**HOMO level (alpha / beta)**: -5.9 / -5.9 eV
**Multiplicity**: 3
**Net charge**: -1
**⟨S²⟩**: 2.006


The following is a quantum chemistry calculation of C21H10IrN5O9 as an isolated structure at a distorted geometry, from OMol25.

The geometry in XYZ format:
```
46
C21H10IrN5O9 (the ωB97M-V functional and the def2-TZVPD basis)
Ir 0.497 -1.276 -0.183
O 0.854 -0.489 3.579
C 1.009 -0.161 2.430
O 1.537 -0.936 1.501
C 0.713 1.237 1.974
C 0.641 2.241 2.922
C 0.440 3.550 2.531
C 0.373 3.890 1.195
C 0.485 2.891 0.257
C 0.584 1.527 0.611
O 0.531 0.641 -0.368
N 0.521 3.299 -1.156
O 1.226 2.659 -1.914
O -0.120 4.281 -1.469
N 0.327 4.605 3.544
O 0.358 4.270 4.710
O 0.208 5.749 3.149
H 0.737 1.990 3.969
H 0.258 4.917 0.883
N 5.282 -5.153 -1.113
C 4.823 -4.101 -1.096
C 4.259 -2.778 -1.075
C 5.070 -1.648 -1.077
C 4.469 -0.405 -1.095
C 3.091 -0.316 -1.087
N 2.315 -1.414 -1.037
C 2.885 -2.622 -1.043
H 6.147 -1.752 -1.073
H 5.058 0.500 -1.107
H 2.576 0.632 -1.143
H 2.228 -3.483 -1.036
O -1.398 -1.604 1.087
C -2.021 -1.660 0.002
N -1.287 -1.688 -1.130
C -2.105 -1.550 -2.261
O -1.744 -1.519 -3.403
C -3.513 -1.481 -1.722
C -4.711 -1.306 -2.376
C -5.869 -1.288 -1.597
C -5.817 -1.463 -0.219
C -4.599 -1.625 0.438
C -3.460 -1.611 -0.339
H -4.749 -1.182 -3.450
H -6.826 -1.133 -2.077
H -6.734 -1.468 0.354
H -4.547 -1.762 1.510
```

Results
**Relative energy (zero: lowest compared OMol25 entry of this formula, charge and spin)**: 29.2 kcal/mol
**HOMO level**: -9.3 eV
**Net charge**: 0


The following is a quantum chemistry calculation of C21H11Cl5FeN4O5S as an isolated structure, from OMol25.

The geometry in XYZ format:
```
48
C21H11Cl5FeN4O5S (the ωB97M-V functional and the def2-TZVPD basis)
Fe 0.659 -0.757 -1.289
N 4.661 -2.779 -1.132
C 3.634 -1.869 -1.186
S 2.295 -2.252 -2.238
N 3.770 -0.786 -0.493
N 2.679 0.060 -0.641
C 2.854 1.212 -0.117
C 1.869 2.274 -0.104
C 2.156 3.449 0.599
C 1.260 4.496 0.654
C 0.039 4.368 -0.016
C -0.263 3.225 -0.725
C 0.647 2.153 -0.791
O 0.347 1.093 -1.494
H 4.464 -3.704 -1.467
H 5.310 -2.677 -0.371
H 3.812 1.401 0.368
H 3.111 3.523 1.110
H 1.496 5.398 1.203
H -0.683 5.176 0.024
H -1.203 3.112 -1.249
Cl -0.955 -3.508 -1.313
C -1.138 -2.621 -2.807
C -0.439 -1.431 -2.969
C -0.578 -0.799 -4.195
Cl 0.341 0.640 -4.523
C -1.407 -1.295 -5.201
Cl -1.564 -0.464 -6.709
C -2.107 -2.478 -4.993
Cl -3.134 -3.111 -6.231
C -1.964 -3.159 -3.790
Cl -2.799 -4.653 -3.537
O -1.287 -0.672 -0.124
C -0.566 -0.708 0.890
O 0.674 -0.953 0.815
C -1.162 -0.437 2.243
C -2.510 -0.688 2.465
C -3.061 -0.464 3.716
C -2.241 0.032 4.713
C -0.904 0.316 4.510
C -0.362 0.067 3.260
N -2.817 0.256 6.060
O -2.092 0.728 6.914
O -4.001 0.022 6.214
H -3.114 -1.056 1.647
H -4.102 -0.658 3.925
H -0.312 0.718 5.319
H 0.683 0.260 3.057
```

Results
**HOMO level (alpha / beta)**: -5.1 / -5.3 eV
**Multiplicity**: 6
**Net charge**: -1
**⟨S²⟩**: 8.762


The following is a quantum chemistry calculation of C21H12AlN5S5 as an isolated structure, from OMol25.

The geometry in XYZ format:
```
44
C21H12AlN5S5 (the ωB97M-V functional and the def2-TZVPD basis)
Al -0.202 0.176 -0.100
C 1.937 2.485 2.745
C 3.107 2.813 2.062
C 3.406 2.147 0.898
C 2.544 1.160 0.397
N 1.374 0.899 1.037
C 1.109 1.547 2.186
N 2.994 0.482 -0.717
C 2.341 -0.487 -1.253
N 1.083 -0.895 -0.897
C 0.888 -2.185 -1.313
N 0.015 -3.001 -0.839
C -0.764 -2.706 0.261
C -1.621 -3.730 0.692
C -2.366 -3.584 1.837
C -2.246 -2.406 2.574
C -1.429 -1.422 2.083
N -0.710 -1.537 0.952
C 1.974 -2.531 -2.248
C 2.217 -3.655 -3.010
C 3.392 -3.685 -3.753
C 4.296 -2.629 -3.717
C 4.057 -1.503 -2.935
C 2.884 -1.468 -2.211
H 1.669 2.971 3.671
H 3.768 3.582 2.438
H 4.305 2.352 0.337
H 0.158 1.306 2.648
H -1.665 -4.626 0.091
H -3.035 -4.370 2.159
H -2.799 -2.254 3.489
H -1.354 -0.465 2.587
H 1.511 -4.474 -3.035
H 3.615 -4.548 -4.367
H 5.204 -2.690 -4.302
H 4.757 -0.678 -2.903
S -5.454 4.638 0.718
C -4.260 3.635 0.224
S -2.618 4.147 -0.035
C -1.980 2.596 -0.534
C -2.853 1.575 -0.569
S -2.387 -0.065 -0.927
S -4.501 1.945 -0.112
S -0.276 2.404 -0.842
```

Results
**HOMO level**: -6.9 eV
**Net charge**: 0


The following is a quantum chemistry calculation of a 2-piece molecular cluster, C21H13BF6N5O8S overall at a distorted geometry, from OMol25.

The geometry in XYZ format:
```
55
C21H13BF6N5O8S (the ωB97M-V functional and the def2-TZVPD basis)
C -4.532 0.949 -3.540
C -3.354 0.426 -2.796
C -2.891 -0.876 -2.735
C -1.662 -1.040 -2.025
C -1.170 0.175 -1.526
B -0.954 0.613 2.381
C 0.113 0.566 -1.098
C 0.527 1.909 -0.901
C 1.718 2.294 -1.509
C 2.088 3.762 -1.549
F 2.627 4.093 -2.766
F 1.009 4.590 -1.384
F 3.009 4.100 -0.587
C 2.521 1.354 -2.182
C 2.212 0.002 -2.038
C 2.857 -1.083 -2.853
F 2.638 -2.322 -2.301
F 2.308 -1.093 -4.117
F 4.199 -0.896 -2.967
C 1.131 -0.399 -1.272
O -1.381 1.879 2.584
C -2.786 1.832 2.221
C -3.052 0.440 1.617
O -1.793 -0.207 1.629
S -2.362 1.450 -1.810
H -4.916 0.224 -4.265
H -5.341 1.178 -2.838
H -4.303 1.880 -4.077
H -3.411 -1.672 -3.264
H -1.112 -1.960 -1.935
H -0.075 2.642 -0.369
H 3.355 1.685 -2.805
H 0.955 -1.432 -1.019
H -3.432 2.000 3.098
H -2.939 2.629 1.487
H -3.735 -0.115 2.270
H -3.386 0.498 0.573
O 2.391 -5.183 2.839
N 2.485 -4.076 2.348
C 1.625 -3.007 2.146
C 2.350 -1.976 1.520
N 3.639 -2.412 1.271
O 3.715 -3.659 1.833
C 1.793 -0.638 1.419
N 2.662 0.514 1.198
O 3.717 0.495 0.551
O 2.263 1.579 1.760
C 0.543 -0.266 2.181
C 0.108 -1.393 3.022
N -0.811 -1.345 4.032
O -1.528 -0.412 4.406
O -0.945 -2.627 4.560
N -0.112 -3.513 3.881
C 0.474 -2.727 2.905
H 0.947 0.572 2.797
```

Results
**Relative energy (zero: lowest compared OMol25 entry of this formula, charge and spin)**: 29.5 kcal/mol
**HOMO level**: -4.2 eV
**Net charge**: -1


The following is a quantum chemistry calculation of C21H14BrN2O5RuS as an isolated structure, from OMol25.

The geometry in XYZ format:
```
45
C21H14BrN2O5RuS (the ωB97M-V functional and the def2-TZVPD basis)
Ru -1.298 0.112 -0.289
O 2.098 1.652 3.835
C 2.377 0.340 3.732
C 3.187 -0.226 4.718
C 3.504 -1.569 4.678
C 3.026 -2.379 3.653
C 2.231 -1.820 2.670
C 1.897 -0.468 2.686
C 1.042 0.057 1.590
O 0.707 -0.709 0.638
N 0.702 1.338 1.669
N -0.073 1.689 0.589
C 0.034 2.873 0.127
C -0.566 3.295 -1.122
C -0.634 4.661 -1.411
C -1.099 5.119 -2.626
C -1.479 4.192 -3.596
C -1.398 2.839 -3.345
C -0.955 2.364 -2.105
O -0.880 1.048 -1.932
H 1.503 1.878 3.073
H 3.544 0.417 5.512
H 4.128 -1.991 5.457
H 3.266 -3.434 3.626
H 1.836 -2.420 1.861
H 0.670 3.576 0.661
H -0.317 5.364 -0.649
H -1.162 6.181 -2.824
H -1.843 4.535 -4.556
H -1.693 2.107 -4.085
O -1.697 -2.355 2.873
C -1.769 -2.114 1.689
O -1.879 -0.890 1.238
C -1.823 -3.242 0.683
C -1.852 -4.520 1.244
C -1.947 -5.657 0.466
C -2.016 -5.527 -0.917
C -1.978 -4.274 -1.491
C -1.880 -3.112 -0.711
S -1.811 -1.630 -1.665
H -1.800 -4.580 2.322
H -1.968 -6.634 0.930
H -2.091 -6.404 -1.548
H -2.014 -4.167 -2.568
Br -3.408 1.657 0.062
```

Results
**Relative energy (zero: lowest compared OMol25 entry of this formula, charge and spin)**: 0.0 kcal/mol
**HOMO level (alpha / beta)**: -5.1 / -5.5 eV
**Multiplicity**: 5
**Net charge**: -1
**⟨S²⟩**: 6.024


The following is a quantum chemistry calculation of C21H14Cl2CoN3O as an isolated structure, from OMol25.

The geometry in XYZ format:
```
42
C21H14Cl2CoN3O (the ωB97M-V functional and the def2-TZVPD basis)
Co 0.088 0.404 -0.370
O 0.099 -0.343 1.817
C -0.988 -1.236 1.924
C -1.034 -2.093 0.682
C -1.477 -3.409 0.722
C -1.569 -4.117 -0.462
C -1.216 -3.500 -1.652
C -0.767 -2.190 -1.605
N -0.678 -1.509 -0.462
H -0.091 0.501 2.244
H -1.936 -0.692 2.002
H -0.890 -1.885 2.800
H -1.732 -3.862 1.672
H -1.903 -5.147 -0.458
H -1.268 -4.015 -2.601
H -0.456 -1.658 -2.494
N 9.642 -1.084 -2.805
C 8.540 -0.913 -2.520
C 7.159 -0.699 -2.166
C 6.803 -0.427 -0.845
C 5.478 -0.230 -0.513
C 4.460 -0.298 -1.481
C 4.846 -0.566 -2.806
C 6.169 -0.764 -3.146
C 3.098 -0.108 -1.135
C 1.920 0.071 -0.855
H 7.570 -0.370 -0.084
H 5.200 -0.015 0.510
H 4.077 -0.612 -3.566
H 6.444 -0.969 -4.172
Cl -2.805 3.682 -1.503
C -1.426 4.315 -0.622
C -1.370 5.668 -0.390
C -0.303 6.224 0.313
C 0.675 5.362 0.797
C 0.596 4.004 0.573
Cl 1.820 2.988 1.312
C -0.438 3.372 -0.185
N -0.513 2.088 -0.439
H -2.167 6.291 -0.775
H -0.243 7.289 0.488
H 1.508 5.740 1.376
```

Results
**Relative energy (zero: lowest compared OMol25 entry of this formula, charge and spin)**: 11.4 kcal/mol
**HOMO level (alpha / beta)**: -3.1 / -3.4 eV
**Multiplicity**: 2
**Net charge**: -1
**⟨S²⟩**: 1.120


The following is a quantum chemistry calculation of C21H14CuI2NOPSe2 as an isolated structure, from OMol25.

The geometry in XYZ format:
```
43
C21H14CuI2NOPSe2 (the ωB97M-V functional and the def2-TZVPD basis)
Cu 0.037 0.059 -0.042
I -5.017 0.463 0.267
C -3.610 1.663 -0.667
C -4.025 2.818 -1.365
C -3.126 3.632 -1.992
I -3.827 5.316 -3.001
C -1.742 3.323 -1.949
C -0.708 4.076 -2.551
C 0.591 3.677 -2.440
C 0.890 2.508 -1.719
N -0.038 1.785 -1.147
C -1.349 2.169 -1.248
C -2.280 1.304 -0.584
O -1.828 0.249 0.046
H -5.080 3.056 -1.400
H -0.960 4.973 -3.102
H 1.391 4.244 -2.896
H 1.911 2.162 -1.611
Se -0.172 -2.087 1.367
P 1.960 -2.031 1.092
Se 2.378 -0.254 -0.103
C 2.872 -1.944 2.654
C 4.232 -1.636 2.642
C 4.951 -1.598 3.826
C 4.314 -1.863 5.033
C 2.961 -2.163 5.051
C 2.237 -2.204 3.864
C 2.601 -3.499 0.246
C 3.908 -3.498 -0.242
C 4.424 -4.624 -0.861
C 3.635 -5.760 -1.003
C 2.334 -5.765 -0.527
C 1.814 -4.636 0.097
H 4.733 -1.404 1.708
H 6.005 -1.352 3.809
H 4.875 -1.830 5.958
H 2.461 -2.361 5.991
H 1.177 -2.421 3.877
H 4.523 -2.608 -0.156
H 5.438 -4.613 -1.242
H 4.038 -6.639 -1.491
H 1.715 -6.645 -0.645
H 0.793 -4.631 0.455
```

Results
**HOMO level (alpha / beta)**: -7.7 / -7.7 eV
**Multiplicity**: 2
**Net charge**: 0
**⟨S²⟩**: 0.755


The following is a quantum chemistry calculation of C21H14F6FeN4O7PSSe as an isolated structure at a distorted geometry, from OMol25.

The geometry in XYZ format:
```
56
C21H14F6FeN4O7PSSe (the ωB97M-V functional and the def2-TZVPD basis)
Fe 0.430 -0.514 -0.365
O -2.219 6.124 0.839
C -2.868 5.228 0.271
O -4.022 5.207 -0.188
C -2.103 3.855 0.161
C -0.779 3.757 0.567
C -0.176 2.507 0.565
N -0.825 1.423 0.198
C -2.095 1.487 -0.182
C -2.771 2.702 -0.227
C -2.721 0.174 -0.417
C -4.004 0.002 -0.910
C -4.518 -1.281 -0.996
C -3.747 -2.344 -0.567
C -2.465 -2.086 -0.109
N -1.968 -0.860 -0.030
C 1.190 2.211 1.039
C 2.077 3.188 1.476
C 3.300 2.799 1.988
C 3.621 1.450 2.026
C 2.702 0.546 1.518
N 1.514 0.908 1.056
H -0.267 4.659 0.865
H -3.804 2.780 -0.532
H -4.575 0.851 -1.253
H -5.507 -1.437 -1.407
H -4.100 -3.362 -0.634
H -1.819 -2.888 0.218
H 1.824 4.234 1.396
H 4.002 3.540 2.349
H 4.567 1.105 2.420
H 2.917 -0.516 1.478
O 0.441 -1.783 1.446
N 0.981 -2.974 1.513
C 0.439 -3.882 2.346
C 0.970 -5.136 2.496
C 2.097 -5.480 1.743
C 2.637 -4.550 0.891
C 2.085 -3.263 0.760
S 2.710 -2.067 -0.260
H -0.435 -3.533 2.875
H 0.501 -5.839 3.167
H 2.534 -6.466 1.827
H 3.492 -4.771 0.270
F 1.739 0.958 -1.486
P 2.218 2.272 -2.440
F 2.701 3.538 -3.311
F 0.933 3.084 -1.898
F 3.498 1.418 -2.899
F 3.059 2.807 -1.155
F 1.357 1.688 -3.643
O -0.176 -2.594 -4.385
Se -0.991 -2.323 -3.033
O -1.361 -3.696 -2.257
O 0.049 -1.492 -1.944
O -2.269 -1.368 -3.237
```

Results
**Relative energy (zero: lowest compared OMol25 entry of this formula, charge and spin)**: 10.2 kcal/mol
**HOMO level (alpha / beta)**: -3.8 / -3.7 eV
**Multiplicity**: 6
**Net charge**: -2
**⟨S²⟩**: 8.762


The following is a quantum chemistry calculation of C21H15AgBr4N2O2Se2 as an isolated structure, from OMol25.

The geometry in XYZ format:
```
47
C21H15AgBr4N2O2Se2 (the ωB97M-V functional and the def2-TZVPD basis)
Ag 0.448 -0.832 0.104
Br 3.793 5.472 -0.573
C 3.487 3.599 -0.454
C 4.539 2.711 -0.432
Br 6.335 3.339 -0.506
C 4.279 1.331 -0.346
Br 5.697 0.061 -0.318
C 2.987 0.786 -0.284
O 2.754 -0.466 -0.209
C 1.867 1.739 -0.302
O 0.654 1.304 -0.249
C 2.170 3.098 -0.391
Br 0.672 4.275 -0.416
Se -2.456 -0.098 1.571
N -2.957 -0.029 -0.118
C -4.264 0.183 -0.126
C -5.053 0.293 -1.311
C -6.389 0.503 -1.198
C -7.018 0.616 0.083
C -6.306 0.522 1.235
C -4.896 0.305 1.164
N -4.088 0.200 2.208
H -4.556 0.207 -2.269
H -7.003 0.589 -2.086
H -8.089 0.782 0.121
H -6.771 0.607 2.208
C 0.796 -8.536 -0.769
C 0.499 -7.135 -0.300
C 1.509 -6.195 -0.147
C 1.256 -4.902 0.301
C 2.395 -3.933 0.442
C -0.063 -4.523 0.616
Se -0.416 -2.791 1.355
C -1.099 -5.456 0.435
C -2.542 -5.117 0.707
C -0.798 -6.741 -0.007
H 1.856 -8.652 -1.004
H 0.227 -8.786 -1.668
H 0.541 -9.277 -0.007
H 2.533 -6.472 -0.381
H 3.345 -4.413 0.203
H 2.438 -3.528 1.454
H 2.271 -3.060 -0.203
H -2.699 -4.041 0.678
H -2.845 -5.462 1.701
H -3.190 -5.602 -0.027
H -1.613 -7.449 -0.138
```

Results
**HOMO level**: -1.0 eV
**Net charge**: -2